Formula: C10H16O
Source: OMol25
Level of theory: ωB97M-V/def2-TZVPD

Geometry as ORCA input:
```
! wB97M-V def2-TZVPD RIJCOSX def2/J DEFGRID3
* xyz 0 1
C 2.95475 0.37576 1.33710
C -0.12995 2.36264 0.62391
C 1.19353 1.86168 0.51262
C -1.06299 1.70325 1.34141
C 1.47170 0.69600 1.22197
C -0.84241 0.51594 2.09865
C 0.43615 0.05703 1.90284
O -2.39776 2.10503 1.43504
H -0.38471 3.29489 0.12753
H 1.95450 2.41239 -0.01437
H -2.48673 2.95242 1.01522
H -1.59448 0.20079 2.80008
H 3.35556 0.91544 2.20353
H 3.48519 0.85078 0.51336
H 0.64655 -0.83503 2.50645
H 3.36013 -0.63373 1.39915
C -1.02565 -2.24460 -2.12839
C -0.44011 -1.13882 -3.00050
C -1.11342 -1.93793 -0.61802
H -2.05091 -2.35236 -2.46964
H -0.58648 -3.22837 -2.27082
H -0.90664 -0.17683 -2.82720
H -0.27417 -1.43352 -0.16882
H -1.97369 -1.26462 -0.50023
H -1.55682 -2.78868 -0.08861
H 0.63599 -0.95304 -2.90689
H -0.66716 -1.31650 -4.04533
*
```

Values from the calculation:
Energy relative to the best compared isomer or geometry (same formula, charge and spin), eV: 1.565
HOMO-LUMO gap, eV: 9.3
E_LUMO, eV: 0.87

***

Formula: C10H16O
Source: OMol25
Level of theory: ωB97M-V/def2-TZVPD

Geometry as ORCA input:
```
! wB97M-V def2-TZVPD RIJCOSX def2/J DEFGRID3
* xyz 0 1
C 3.56219 -1.29606 0.74960
C 1.09486 -0.86250 1.05538
C 2.12542 -1.31994 0.23434
C -0.18022 -1.41451 0.88606
C -0.43850 -1.99543 -0.35037
C 1.83228 -1.65511 -1.07616
C 0.50888 -2.02359 -1.35904
O -1.74829 -2.31795 -0.61442
H 1.19083 -0.09788 1.81708
H -0.86202 -1.22365 1.70155
H 4.12366 -0.64402 0.07694
H 4.01140 -2.27467 0.87446
H 2.55204 -1.81567 -1.86766
H -2.02658 -2.23830 -1.53673
H 0.18408 -2.16362 -2.38258
H 3.51480 -0.80080 1.68910
C -1.38761 2.47054 0.40273
C -1.03551 2.16266 -1.04915
C -2.73293 1.89440 0.85383
H -0.52176 2.29958 1.04629
H -1.48204 3.55052 0.51506
H 0.03896 2.11131 -1.21685
H -3.35294 2.62956 1.36589
H -3.31538 1.78373 -0.06876
H -2.69760 0.95571 1.37660
H -1.60305 1.30758 -1.41435
H -1.35497 2.97808 -1.70886
*
```

Values from the calculation:
Energy relative to the best compared isomer or geometry (same formula, charge and spin), eV: 2.081
HOMO-LUMO gap, eV: 9.0
E_LUMO, eV: 0.85

***

Formula: C10H16O
Source: OMol25
Level of theory: ωB97M-V/def2-TZVPD

Geometry as ORCA input:
```
! wB97M-V def2-TZVPD RIJCOSX def2/J DEFGRID3
* xyz 0 1
C -0.30187 0.07473 2.75045
C -0.42125 1.68444 0.76123
C 0.30145 0.88102 1.65721
C 0.29635 2.26973 -0.33426
C 1.66055 2.10559 -0.43863
C 1.69382 0.65147 1.40786
C 2.44341 1.23246 0.41828
O 2.35756 2.67859 -1.45375
H -1.47579 1.94610 0.81833
H -0.23901 2.78216 -1.13486
H -0.96187 -0.66789 2.50284
H -0.99809 0.87512 3.22942
H 2.33148 0.04018 1.99430
H 1.79627 2.96648 -2.14593
H 3.46972 1.25906 0.22077
H 0.49376 -0.23117 3.51217
C -1.27966 -2.50289 -1.22108
C -2.16337 -1.40502 -0.69612
C 0.01536 -1.85644 -1.83626
H -1.75595 -3.14691 -1.92981
H -0.86236 -3.06996 -0.40353
H -3.12032 -1.76902 -0.22934
H -1.64814 -0.94505 0.21081
H -0.09164 -1.83349 -2.94587
H -2.50221 -0.79197 -1.54113
H 0.88736 -2.42079 -1.57353
H 0.07443 -0.80654 -1.59957
*
```

Values from the calculation:
Energy relative to the best compared isomer or geometry (same formula, charge and spin), eV: 2.035
HOMO-LUMO gap, eV: 9.1
E_LUMO, eV: 0.88

***

Formula: C10H16O
Source: OMol25
Level of theory: ωB97M-V/def2-TZVPD

Geometry as ORCA input:
```
! wB97M-V def2-TZVPD RIJCOSX def2/J DEFGRID3
* xyz 0 1
C -1.09723 4.88600 0.10986
C -1.39569 3.87925 -0.94225
O -0.43128 4.07002 1.09458
H -0.52257 5.70245 -0.22344
H -1.96619 5.14049 0.74503
H -2.41568 3.79382 -1.38010
H 0.49680 4.10759 0.89122
H -1.12646 2.77549 -0.58670
H -0.70508 3.88734 -1.84980
C -0.78100 -1.60574 1.40763
C -0.48193 -2.14803 2.79494
C 0.07802 -1.75029 0.21476
C 0.24669 -3.02036 -0.31904
C 0.54566 -0.63505 -0.49922
C 1.15724 -3.21732 -1.27810
C 1.36672 -0.78857 -1.61348
C 1.73746 -2.04694 -1.92864
H -1.86285 -1.97023 1.23759
H -0.99193 -0.54436 1.62160
H -0.09589 -1.30917 3.33887
H -0.17241 -3.84740 0.20414
H 0.35209 0.23317 0.08013
H 1.27881 -4.09717 -1.88886
H 1.64678 0.05839 -2.17230
H 2.52325 -2.20201 -2.65072
H 0.09680 -3.10901 2.81494
H -1.34089 -2.49726 3.38302
*
```

Values from the calculation:
Energy relative to the best compared isomer or geometry (same formula, charge and spin), eV: 3.022
HOMO-LUMO gap, eV: 9.6
E_LUMO, eV: 0.82

***

Formula: C10H16O
Source: OMol25
Level of theory: ωB97M-V/def2-TZVPD

Geometry as ORCA input:
```
! wB97M-V def2-TZVPD RIJCOSX def2/J DEFGRID3
* xyz 0 1
C -2.46209 0.05343 1.72872
C -1.05020 -1.97937 2.01950
C -1.09027 -0.63101 1.95293
C 0.04399 -2.86118 2.05510
C 1.24031 -2.21035 1.99987
C 0.15941 0.00703 2.30231
C 1.27266 -0.86782 2.20758
H -1.97459 -2.49413 1.90790
H 0.02611 -3.86697 2.25509
H -2.47697 0.98481 2.27365
H -3.32469 -0.62496 2.10498
H 2.12519 -2.70781 1.76889
H 0.37812 1.02942 2.57252
H 2.27380 -0.37791 2.31149
H -2.35870 0.31480 0.76086
C 0.67994 1.49141 -2.98280
C -0.56748 1.61932 -1.98684
C 2.03515 1.28100 -2.34464
O 0.09419 0.72057 -4.05245
H 0.79486 2.61302 -3.44163
H -0.69760 2.69503 -1.78084
H 2.46381 2.18977 -2.09244
H 1.83880 0.69730 -1.48590
H 2.79012 0.90782 -2.90531
H -0.08891 -0.19644 -3.58997
H -0.64949 0.98289 -1.09017
H -1.47547 1.23032 -2.46841
*
```

Values from the calculation:
Energy relative to the best compared isomer or geometry (same formula, charge and spin), eV: 3.671
HOMO-LUMO gap, eV: 9.9
E_LUMO, eV: 0.78

***

Formula: C10H16O
Source: OMol25
Level of theory: ωB97M-V/def2-TZVPD

Geometry as ORCA input:
```
! wB97M-V def2-TZVPD RIJCOSX def2/J DEFGRID3
* xyz 0 1
C 1.84056 -2.21273 -0.59626
C 0.31293 -2.39010 -0.76948
H 2.08823 -1.16657 -0.44632
H 2.10038 -2.73691 0.31303
H 2.35251 -2.70240 -1.42252
H 0.04595 -3.37217 -0.40663
H 0.05690 -2.41722 -1.83454
H -0.21168 -1.62049 -0.22166
C 1.31653 1.74592 0.60337
C 1.79000 1.46939 2.03562
C 0.03359 1.06920 0.18322
C -1.00752 0.81174 1.05219
C -0.23314 0.84004 -1.16762
C -2.30335 0.51135 0.62175
C -1.50305 0.55111 -1.64926
C -2.53075 0.40536 -0.73983
O -3.77768 0.18168 -1.24730
H 1.25393 2.82160 0.40410
H 2.09703 1.40834 -0.08275
H 1.87470 0.39893 2.20145
H -0.87143 0.86397 2.12184
H 0.55991 0.76715 -1.90913
H -3.08398 0.55468 1.36269
H -1.59948 0.33836 -2.69887
H -4.47669 0.08277 -0.58351
H 1.09503 1.88925 2.75081
H 2.78057 1.90774 2.12559
*
```

Values from the calculation:
Energy relative to the best compared isomer or geometry (same formula, charge and spin), eV: 1.054
HOMO-LUMO gap, eV: 9.2
E_LUMO, eV: 0.86

***

Formula: C10H16O
Source: OMol25
Level of theory: ωB97M-V/def2-TZVPD

Geometry as ORCA input:
```
! wB97M-V def2-TZVPD RIJCOSX def2/J DEFGRID3
* xyz 0 1
C -1.82264 0.58134 2.97664
C -1.20137 -0.81436 3.08504
C -3.17481 0.58815 2.06180
H -1.24161 1.47439 2.70073
H -2.11144 0.41578 4.01194
H -0.67677 -1.12854 2.25911
H -0.42447 -0.79648 3.83039
H -2.92117 0.08403 1.16022
H -3.35554 1.66521 1.77167
H -1.93360 -1.67870 3.35008
H -4.03817 0.12828 2.48656
C 2.34172 -2.04374 0.29196
C 0.31186 -0.81434 -0.39563
C 1.66117 -0.98063 -0.61499
C -0.41263 0.30606 -0.78633
C 2.16892 -0.40367 -1.82211
C 0.21172 1.01368 -1.80762
C 1.43388 0.54166 -2.37708
O -0.28419 2.14949 -2.32644
H -0.16989 -1.47286 0.36916
H -1.37495 0.56142 -0.50629
H 2.51499 -1.72606 1.29965
H 3.25702 -2.33459 -0.26854
H 3.07893 -0.75102 -2.39210
H 1.70477 0.91993 -3.29848
H -0.96478 2.66564 -1.98092
H 1.82333 -3.06724 0.14832
*
```

Values from the calculation:
Energy relative to the best compared isomer or geometry (same formula, charge and spin), eV: 3.311
HOMO-LUMO gap, eV: 8.8
E_LUMO, eV: 0.74

***

Formula: C10H16O
Source: OMol25
Level of theory: ωB97M-V/def2-TZVPD

Geometry as ORCA input:
```
! wB97M-V def2-TZVPD RIJCOSX def2/J DEFGRID3
* xyz 0 1
C -1.89671 1.40235 -0.08692
C -2.30337 2.69843 -0.76214
C -2.50550 1.22207 1.31495
H -2.25728 0.59713 -0.72830
H -0.81795 1.29758 0.05096
H -1.83587 3.55992 -0.29332
H -3.39146 2.82297 -0.82928
H -1.79683 0.67328 1.92378
H -2.70040 2.17769 1.81056
H -2.07960 2.69172 -1.82984
H -3.47795 0.72924 1.32901
C 0.51829 -1.74038 -2.70464
C 1.18871 -0.22292 1.17444
C 0.35449 -1.33657 1.05409
C 2.07607 0.14285 0.18974
C 0.19997 -1.87911 -0.21282
C 1.86941 -0.39336 -1.08612
C 0.89748 -1.36187 -1.29702
O 1.17127 0.53603 2.32119
H -0.17599 -1.70886 1.92282
H 0.59835 0.18336 3.01931
H 2.79778 0.94562 0.32723
H -0.38063 -2.79034 -0.34469
H 2.42045 -0.00197 -1.93298
H -0.16574 -0.96908 -3.09721
H -0.09338 -2.64133 -2.77424
H 1.36795 -1.80618 -3.37120
*
```

Values from the calculation:
Energy relative to the best compared isomer or geometry (same formula, charge and spin), eV: 1.029
HOMO-LUMO gap, eV: 9.2
E_LUMO, eV: 0.88